Entry 1:
Computed, not measured: a 5-piece molecular cluster, C20H25F15O10 overall at a distorted geometry, with ωB97M-V with the def2-TZVPD basis set.

XYZ file:
```
70
Properties=species:S:1:pos:R:3
C 2.951 20.672 -4.016
C 4.177 21.642 -4.152
O 4.031 22.558 -5.241
C 4.867 23.615 -5.320
O 5.780 23.867 -4.506
C 4.614 24.542 -6.597
F 5.622 24.406 -7.475
F 3.604 24.157 -7.320
F 4.370 25.807 -6.289
H 2.141 21.334 -3.711
H 3.157 19.858 -3.322
H 2.800 20.222 -4.997
H 5.100 21.071 -4.251
H 4.246 22.216 -3.229
C 3.019 24.341 -2.056
C 4.418 24.841 -1.865
O 4.669 25.360 -0.517
C 4.517 26.685 -0.192
O 4.054 27.553 -0.937
C 4.837 26.980 1.313
F 4.135 28.028 1.670
F 4.357 25.942 2.088
F 6.149 27.179 1.519
H 2.780 23.476 -1.437
H 2.818 24.046 -3.086
H 2.303 25.121 -1.797
H 4.579 25.606 -2.625
H 5.027 23.972 -2.115
C 0.438 14.738 -4.816
C 0.889 15.576 -3.659
O 0.142 16.747 -3.685
C 0.450 17.792 -4.520
O 1.373 17.775 -5.316
C -0.477 18.982 -4.309
F -1.738 18.562 -4.018
F -0.011 19.566 -3.232
F -0.465 19.770 -5.406
H -0.648 14.661 -4.874
H 0.771 13.702 -4.761
H 0.899 15.081 -5.742
H 1.918 15.928 -3.579
H 0.605 15.061 -2.741
C 0.607 22.760 -6.359
C 0.528 23.385 -4.944
O -0.102 24.696 -4.891
C 0.581 25.826 -5.109
O 1.777 25.994 -5.370
C -0.336 27.064 -4.963
F -1.658 26.741 -4.666
F 0.095 27.845 -3.910
F -0.314 27.807 -6.094
H -0.270 22.850 -7.000
H 1.017 21.753 -6.438
H 1.302 23.405 -6.897
H 1.573 23.501 -4.659
H 0.070 22.717 -4.215
C 7.774 19.792 -3.644
C 8.951 20.276 -2.828
O 9.126 21.689 -2.704
C 8.253 22.479 -2.090
O 7.110 22.150 -1.724
C 8.757 23.967 -1.886
F 8.604 24.398 -0.688
F 10.038 24.074 -2.124
F 8.051 24.718 -2.708
H 7.869 19.823 -4.730
H 6.843 20.315 -3.424
H 7.605 18.789 -3.253
H 9.881 19.805 -3.147
H 8.845 19.948 -1.794
```

Values from the calculation:
E_LUMO: 0.277 eV
net charge: 0
F_max: 4.256 eV/A
E_HOMO: -11.00 eV
SMILES: CCOC(=O)C(F)(F)F.CCOC(=O)C(F)(F)F.CCOC(=O)C(F)(F)F.CCOC(=O)C(F)(F)F.CCOC(=O)C(F)(F)F
ΔE to the lowest compared entry with this formula, charge and spin: 257.3 kJ/mol

---

Entry 2:
Computed, not measured: a 3-piece molecular cluster, C20H25F4NO7 overall at a distorted geometry, with ωB97M-V with the def2-TZVPD basis set.

XYZ file:
```
57
Properties=species:S:1:pos:R:3
C -0.865 2.201 2.947
C -0.506 2.653 1.565
C 0.831 2.657 1.155
C 1.174 3.031 -0.138
C 0.208 3.410 -1.065
C 0.532 3.812 -2.479
O 1.935 3.709 -2.793
C 2.278 2.540 -3.362
O 2.324 1.503 -2.792
N 2.526 2.668 -4.722
F 2.965 1.473 -5.243
C 3.314 3.788 -5.236
C 4.707 4.042 -4.642
O 4.665 4.756 -3.439
C 5.601 2.818 -4.521
F 5.567 2.068 -5.617
F 6.880 3.228 -4.372
F 5.311 2.078 -3.456
C -1.124 3.429 -0.649
C -1.469 3.058 0.643
H -0.787 1.119 2.961
H -1.895 2.423 3.191
H -0.177 2.571 3.700
H 1.605 2.348 1.839
H 2.209 3.004 -0.435
H 0.304 4.870 -2.582
H -0.068 3.278 -3.211
H 3.388 3.654 -6.309
H 2.725 4.674 -5.033
H 5.227 4.690 -5.343
H 4.570 4.156 -2.691
H -1.888 3.726 -1.356
H -2.510 3.066 0.937
O -3.255 0.175 3.496
C -3.156 -0.647 2.632
C -4.106 -1.791 2.329
C -3.265 -2.691 1.424
C -2.337 -1.685 0.757
O -2.141 -0.649 1.738
H -4.979 -1.387 1.814
H -4.415 -2.282 3.247
H -3.844 -3.277 0.714
H -2.683 -3.384 2.031
H -2.780 -1.233 -0.133
H -1.372 -2.108 0.491
O -0.464 -5.989 1.376
C -1.127 -6.288 2.322
C -0.716 -7.120 3.521
C -2.059 -7.477 4.157
C -2.922 -6.288 3.751
O -2.410 -5.868 2.474
H -0.102 -6.501 4.177
H -0.151 -7.992 3.204
H -2.019 -7.628 5.233
H -2.450 -8.388 3.703
H -2.833 -5.454 4.450
H -3.973 -6.546 3.641
```

Values from the calculation:
E_LUMO: 0.556 eV
net charge: 0
F_max: 1.024 eV/A
E_HOMO: -8.53 eV
SMILES: Cc1ccc(COC(=O)N(F)C[C@@H](O)C(F)(F)F)cc1.O=C1CCCO1.O=C1CCCO1